Record 1
Below is a molecular structure, C4H8LiO3, with properties calculated with wB97M-V/def2-TZVPD.

Positions of all 16 atoms, in Å:
O  0.62663  0.08826  0.18422
O  2.50357  1.29489  0.29484
C  1.52873  0.95953  -0.32790
O  -0.21946  2.55114  0.40391
C  0.19540  3.86262  0.50878
C  0.43239  -1.19712  -0.45114
C  -0.40851  -2.03502  0.48101
H  1.17357  3.98682  -0.00444
H  -0.51382  4.55378  0.01163
H  0.37084  4.23998  1.53661
H  -0.08752  -1.02822  -1.40358
H  1.43786  -1.60199  -0.61919
H  -1.30024  -1.47720  0.80350
H  -0.73722  -2.94105  -0.04599
H  0.16147  -2.32049  1.37447
Li  -0.92755  1.06401  1.02008

Computed properties:
* multiplicity: 2
* expectation value of S²: 0.7538
* orbital gap (spin up / spin down): 0.2735 / 0.2673 hartree
* molecular weight: 111.05 g/mol
* relative energy (zero: lowest compared OMol25 entry of this formula, charge and spin): 71.7 kJ/mol
* F_max: 2.926 eV Å⁻¹



Record 2
Below is a molecular structure, C22H44BiN3OP3Se, with properties calculated with wB97M-V/def2-TZVPD.

Positions of all 75 atoms, in Å:
Bi  -0.72452  -0.33592  -0.75499
P  -3.40783  0.00404  -0.43166
P  0.28773  -2.79559  0.11523
P  0.13212  2.31843  -0.96544
H  4.13440  -1.45094  -0.88287
C  4.27348  -0.39599  -0.62686
C  4.26542  0.04312  0.64321
H  4.12701  -0.63566  1.49303
C  -4.38075  0.37388  -1.92456
C  -4.16286  -1.49451  0.27597
C  -3.83541  1.30816  0.76790
C  1.92370  -2.70635  0.91547
C  -0.75766  -3.68530  1.31414
C  0.52264  -3.98383  -1.24605
C  1.87996  2.44252  -1.46483
C  0.02044  3.33360  0.54525
C  -0.73868  3.29708  -2.23015
H  4.48202  0.28009  -1.46333
H  4.51492  1.08285  0.88632
H  -5.27212  -0.26955  -1.94429
H  -3.77147  0.17972  -2.81893
H  -4.69000  1.42843  -1.91420
H  -5.25740  -1.39490  0.22700
H  -3.83001  -1.60874  1.31938
H  -3.85591  -2.37511  -0.30672
H  -4.88624  1.59573  0.61588
H  -3.19858  2.19176  0.61333
H  -3.69405  0.93168  1.79061
H  2.43279  -3.66891  0.75859
H  1.79754  -2.53805  1.99410
H  2.55423  -1.90505  0.50048
H  -1.26994  -4.50570  0.79257
H  -1.50081  -3.01420  1.76912
H  -0.12274  -4.10153  2.10863
H  1.52187  -4.43490  -1.16801
H  0.42168  -3.46742  -2.21173
H  -0.24426  -4.76774  -1.17421
H  2.20388  3.48960  -1.37765
H  1.99348  2.11741  -2.50668
H  2.52936  1.81234  -0.84118
H  0.28118  4.37121  0.28925
H  0.70841  2.95894  1.31654
H  -1.00548  3.31084  0.94078
H  -0.48823  4.35976  -2.09313
H  -1.82514  3.16509  -2.12321
H  -0.44345  2.97455  -3.23868
C  0.66705  -0.05257  -4.05441
C  1.94162  -0.58558  -3.79993
C  3.07385  0.06023  -4.29665
C  2.94217  1.22802  -5.06031
C  1.66963  1.74233  -5.33857
C  0.53265  1.09890  -4.85040
Se  -0.92427  -0.87052  -3.31788
H  -0.49028  0.06198  1.57519
H  2.02830  -1.49850  -3.20776
H  4.06383  -0.35317  -4.09563
H  3.83119  1.72753  -5.45042
H  1.56029  2.64179  -5.94744
H  -0.46923  1.46710  -5.07983
C  -2.15675  -0.92180  5.59233
N  -1.09307  -0.39167  4.74085
C  0.05505  0.12008  5.27598
C  1.05952  0.58796  4.46432
C  0.89101  0.55285  3.08482
N  -0.29249  0.08681  2.59870
C  -1.30072  -0.46959  3.39031
O  -2.30349  -0.99918  2.89627
N  1.79059  1.01375  2.18411
H  -3.09937  -0.39951  5.39672
H  -1.86034  -0.76829  6.63071
H  -2.30629  -1.99079  5.40432
H  0.08678  0.10555  6.36292
H  1.97930  0.98323  4.88238
H  2.70305  1.29883  2.51837
H  1.77573  0.68924  1.21750

Computed properties:
* orbital gap: 0.2421 hartree
* net charge: +3
* molecular weight: 747.48 g/mol
* relative energy (zero: lowest compared OMol25 entry of this formula, charge and spin): 29.7 kJ/mol
* F_max: 2.178 eV Å⁻¹



Record 3
Below is a molecular structure, C29H23BrN6O2RhS2, with properties calculated with wB97M-V/def2-TZVPD.

Positions of all 64 atoms, in Å:
Rh  -1.43118  1.44467  -0.97654
Br  6.29183  7.66755  7.83941
C  5.16880  6.50519  6.88187
C  4.25829  5.71697  7.56894
C  3.44599  4.85788  6.85072
C  3.53102  4.80604  5.46147
C  4.45583  5.60609  4.77983
C  5.27689  6.45190  5.49246
N  2.63642  3.91738  4.84251
N  2.64817  3.93066  3.57753
C  1.56760  3.19522  3.04915
C  0.72253  2.37571  3.80865
C  -0.30279  1.67521  3.23292
C  -0.56288  1.75928  1.82546
O  -1.50809  1.15795  1.27917
C  0.33818  2.60294  1.03061
N  0.09761  2.65508  -0.29656
C  0.88720  3.39005  -1.06454
C  1.95300  4.12869  -0.54598
C  2.20940  4.08817  0.80066
C  1.38833  3.30029  1.63107
H  4.19504  5.77222  8.64612
H  2.72719  4.22169  7.34981
H  4.52720  5.54304  3.70439
H  6.00526  7.07151  4.98876
H  0.91230  2.30275  4.86882
H  -0.95125  1.03638  3.81726
H  0.67016  3.38203  -2.12399
H  2.56470  4.71561  -1.21567
H  3.02882  4.64061  1.23531
C  -3.78940  -7.17960  -2.81317
C  -2.80054  -6.06165  -2.62489
O  -3.11560  -4.94521  -2.28333
S  -1.12671  -6.54864  -3.00706
C  -0.33145  -4.99218  -2.74313
C  0.08024  -4.63588  -1.46357
C  0.44424  -3.32937  -1.19504
C  0.38469  -2.36213  -2.20328
C  0.10500  -2.76197  -3.51373
C  -0.25914  -4.07028  -3.77913
C  0.31113  -0.97327  -1.84962
C  -0.20468  0.06139  -1.48629
H  -4.53635  -7.12916  -2.02274
H  -3.30967  -8.15579  -2.82056
H  -4.29149  -7.03018  -3.77067
H  0.05056  -5.36798  -0.66710
H  0.68839  -3.02664  -0.18583
H  0.09024  -2.02104  -4.30201
H  -0.55111  -4.36174  -4.77980
C  -7.30188  1.77929  -1.52708
C  -6.27522  1.57730  -0.41019
C  -5.09060  0.79672  -0.86480
N  -3.95867  1.29892  -1.19527
N  -3.03826  0.36265  -1.57064
C  -3.46600  -0.88382  -1.55674
N  -2.70242  -1.92449  -1.85689
S  -5.13406  -0.95454  -1.08684
H  -8.13819  2.37509  -1.16520
H  -7.69585  0.82575  -1.88007
H  -6.85151  2.29646  -2.37359
H  -6.73490  1.06484  0.43679
H  -5.90227  2.53637  -0.05074
H  -1.73225  -1.74942  -2.08400
H  -3.03603  -2.87722  -1.92784

Computed properties:
* orbital gap (spin up / spin down): 0.1532 / 0.1532 hartree
* net charge: +1
* molecular weight: 734.49 g/mol
* relative energy (zero: lowest compared OMol25 entry of this formula, charge and spin): 113.1 kJ/mol
* F_max: 5.364 eV Å⁻¹



Record 4
Below is a single C10H13N5O6 molecule, with properties calculated with wB97M-V/def2-TZVPD.

Positions of all 34 atoms, in Å:
O  -3.57835  0.71074  0.33028
N  -2.48778  0.76346  0.92714
O  -2.34809  0.36047  2.10682
C  -1.30488  1.31017  0.29204
C  -0.13381  1.42014  1.05918
C  1.03844  1.89577  0.50735
N  2.19497  2.06027  1.33871
O  2.19830  1.66063  2.51764
O  3.21017  2.62004  0.83247
C  1.25491  2.30506  -0.95675
C  -0.00651  1.94881  -1.74227
N  -0.03011  1.54377  -3.02933
O  -1.31769  0.97645  -3.19961
N  -2.04540  0.94496  -2.04169
C  -1.21394  1.51076  -1.11591
H  -0.16448  1.17927  2.11999
H  2.09130  1.72989  -1.38711
C  4.58546  5.17951  -0.07869
C  3.66766  5.34665  -1.28212
C  2.94361  4.15187  -1.88642
C  2.46287  4.59694  -3.25622
O  1.42309  3.74426  -3.65926
N  1.70606  3.71121  -1.00045
H  5.32001  5.99320  -0.10060
H  4.04182  5.27579  0.86624
H  5.13107  4.23173  -0.07594
H  2.91205  6.11851  -1.07197
H  4.27571  5.73995  -2.10837
H  3.54483  3.23752  -1.93713
H  2.09502  5.63706  -3.20166
H  3.31670  4.54094  -3.94929
H  1.19084  3.89452  -4.58797
H  2.03595  3.94207  -0.05177
H  0.91691  4.30967  -1.23110

Computed properties:
* structure (SMILES): CC[C@H](CO)[NH2+][C@H]1C(=[N+]([O-])[O-])C=C([N+](=O)[O-])c2nonc21
* orbital gap: 0.2695 hartree
* molecular weight: 299.24 g/mol
* relative energy (zero: lowest compared OMol25 entry of this formula, charge and spin): 0.0 kJ/mol
* F_max: 2.956 eV Å⁻¹